w | 14
Properties=species:S:1:pos:R:3 method="wB97M-V/def2-TZVPD" e_homo_ev="-13.674 / -11.656" charge=+1 homo_lumo_gap_ev="10.34 / 4.66"
C -3.42 0.69 -0.30
C -0.64 -0.76 0.56
C 0.60 -0.63 0.05
C 2.81 0.69 -0.29
N 1.42 0.43 0.14
S -4.99 0.35 -0.16
H -0.97 -0.01 1.24
H -1.33 -1.62 0.27
H 0.86 -1.33 -0.70
H 3.57 0.78 0.48
H 3.08 -0.24 -0.92
H 2.68 1.44 -1.00
H 1.04 1.12 0.79
H -4.73 -0.92 -0.16

***

x | 14
Properties=species:S:1:pos:R:3 method="wB97M-V/def2-TZVPD" e_homo_ev="-13.458 / -13.030" charge=+1 homo_lumo_gap_ev="6.91 / 6.25"
C 2.13 1.72 0.00
C -1.86 -0.46 0.14
C -0.75 0.40 -0.23
C 0.97 -1.21 0.22
N 0.47 0.07 -0.06
S -3.44 0.33 -0.27
H 1.86 2.70 0.36
H 2.30 1.45 -1.05
H -1.82 -1.38 -0.34
H -1.93 -0.50 1.22
H -1.18 1.32 -0.58
H 1.08 -1.18 1.25
H 1.91 -1.28 -0.35
H 0.27 -1.98 -0.30

***

Most stable: w. Least stable: x.

***

w | 24
Properties=species:S:1:pos:R:3 method="wB97M-V/def2-TZVPD" e_homo_ev=-12.943 charge=+1 homo_lumo_gap_ev=8.20
C 1.31 -0.29 -0.04
C 0.52 0.64 0.53
C 2.48 0.19 0.76
C 1.45 1.23 1.47
C 2.23 -2.23 -1.24
C -1.84 -0.38 0.85
C -1.77 0.87 -1.21
N -2.00 2.06 0.79
N 1.22 -1.32 -0.89
N -1.45 0.91 0.25
O 3.62 0.08 1.01
O 1.38 1.92 2.43
H 2.55 -2.03 -2.22
H 3.17 -2.13 -0.61
H 1.93 -3.24 -1.27
H -1.77 -0.39 2.03
H -2.87 -0.54 0.58
H -1.21 -1.08 0.32
H -1.24 0.06 -1.60
H -2.74 0.64 -1.31
H -1.57 1.78 -1.77
H -2.42 1.96 1.73
H -1.27 2.80 0.79
H 0.31 -1.49 -1.36

***

x | 24
Properties=species:S:1:pos:R:3 method="wB97M-V/def2-TZVPD" e_homo_ev=-13.320 charge=+1 homo_lumo_gap_ev=10.36
C -1.19 1.28 -0.68
C 1.04 -0.68 1.63
C 1.95 -0.24 0.96
C -0.10 -0.87 2.51
C -0.93 0.23 -2.69
C -1.23 -0.79 -1.58
C 2.89 -0.26 -0.17
N -0.99 1.47 -1.99
N -1.37 0.02 -0.39
N 0.26 -1.27 3.77
O -1.25 -0.68 2.15
O -1.34 2.23 0.19
H 0.05 -0.17 -3.14
H -1.74 0.27 -3.34
H -2.04 -1.37 -1.70
H -0.45 -1.45 -1.24
H 2.34 0.19 -0.95
H 3.73 0.45 0.12
H 3.30 -1.22 -0.41
H -0.99 2.44 -2.22
H -1.40 -0.52 0.64
H 1.26 -1.19 3.98
H -0.48 -1.06 4.43
H -1.31 3.18 0.13

***

Most stable: x. Least stable: w.

***

w | 23
Properties=species:S:1:pos:R:3 method="wB97M-V/def2-TZVPD" e_homo_ev=-10.730 homo_lumo_gap_ev=11.66 smiles=CCC(C)CC.O
C 0.01 2.66 0.11
C -0.28 1.18 -0.24
C 0.56 0.19 0.54
C 0.20 0.19 2.06
C 0.80 -1.21 -0.03
C -0.42 -2.13 -0.07
H 0.90 2.82 0.73
H 0.12 3.20 -0.82
H -0.77 3.13 0.71
H -0.07 1.08 -1.30
H -1.36 1.07 -0.14
H 1.60 0.54 0.61
H 0.60 -0.69 2.57
H -0.87 0.38 2.17
H 0.69 1.07 2.43
H 1.21 -1.21 -1.05
H 1.62 -1.63 0.56
H -0.16 -3.19 -0.01
H -1.11 -1.97 0.76
H -0.99 -1.86 -0.97
H -0.10 -1.25 -3.25
H -1.15 -1.37 -2.25
O -1.03 -0.99 -3.14

***

x | 23
Properties=species:S:1:pos:R:3 method="wB97M-V/def2-TZVPD" e_homo_ev=-9.738 homo_lumo_gap_ev=10.70 smiles="C=C.CCC.CO"
C 0.43 -1.04 0.61
C 0.48 0.85 -2.00
C 0.39 -2.26 -0.30
C 1.84 -0.53 0.88
C 0.35 1.94 -1.24
H -0.04 -1.30 1.56
H 1.36 0.23 -1.97
H -0.32 0.51 -2.64
H 0.84 -2.05 -1.27
H 1.81 0.38 1.47
H 2.42 -1.27 1.42
H 0.93 -3.10 0.15
H -0.64 -2.58 -0.46
H 2.37 -0.32 -0.05
H 1.15 2.28 -0.61
H -1.08 1.46 0.35
H -0.45 2.65 -1.42
C -2.14 1.19 0.69
O -2.37 0.00 1.39
H -1.87 0.02 2.21
H -2.73 1.13 -0.23
H -2.51 2.06 1.26
H -0.21 -0.24 0.20

***

y | 23
Properties=species:S:1:pos:R:3 method="wB97M-V/def2-TZVPD" e_homo_ev=-10.580 homo_lumo_gap_ev=11.25 smiles=CCCC(C)C.O
C -1.97 -1.17 -1.64
C -0.78 -1.00 -0.70
C -0.81 0.34 0.04
C 0.42 1.21 -0.13
C 0.25 2.53 0.68
C 1.78 0.54 0.18
H -1.93 -2.08 -2.25
H -2.87 -1.30 -1.03
H -2.13 -0.29 -2.27
H 0.19 -1.16 -1.18
H -0.81 -1.82 0.01
H -1.11 0.26 1.09
H -1.66 0.91 -0.37
H 0.47 1.54 -1.18
H -0.12 3.37 0.09
H 1.21 2.81 1.08
H -0.30 2.32 1.60
H 2.13 0.84 1.17
H 1.71 -0.54 0.29
H 2.49 0.80 -0.60
H 0.55 -2.88 1.85
H 2.03 -2.92 1.63
O 1.28 -2.31 1.62

***

Most stable: y. Least stable: x.

***

w | 14
Properties=species:S:1:pos:R:3 method="wB97M-V/def2-TZVPD" e_homo_ev=-8.102 homo_lumo_gap_ev=9.03 smiles=CNP(O)OC
C 1.13 0.06 2.17
C -2.10 0.63 -1.16
N 0.40 0.31 0.98
O 0.12 -2.24 0.09
O -1.34 -0.53 -0.93
P -0.98 -1.13 0.47
H 0.55 -0.58 2.94
H 2.01 -0.45 1.92
H 1.13 1.02 2.69
H -2.22 1.30 -0.30
H -3.10 0.42 -1.65
H -1.56 1.28 -1.94
H -0.27 1.12 1.03
H 0.77 -2.24 -0.57

***

x | 14
Properties=species:S:1:pos:R:3 method="wB97M-V/def2-TZVPD" e_homo_ev="-7.836 / -7.837" homo_lumo_gap_ev="7.49 / 7.49"
C -1.55 -0.25 -1.48
C -0.65 -0.31 -0.29
N -1.14 -1.02 0.75
O 1.70 0.66 -1.16
O 2.02 1.84 1.75
P 1.08 -0.45 -0.35
H -2.54 -0.53 -1.01
H -1.16 -0.93 -2.24
H -1.55 0.67 -1.94
H 1.20 -0.20 0.97
H -2.08 -1.42 0.69
H 2.89 1.60 2.08
H -0.41 -1.21 1.43
H 2.20 1.56 0.80

***

Most stable: w. Least stable: x.

***

w | 13
Properties=species:S:1:pos:R:3 method="wB97M-V/def2-TZVPD" e_homo_ev=-9.020 homo_lumo_gap_ev=9.89 smiles=CN.CO
C -1.27 -0.73 1.22
N -1.34 0.38 0.25
H -2.06 -0.65 1.97
H -1.34 -1.66 0.67
H -0.30 -0.69 1.72
H -1.20 1.28 0.69
H -2.14 0.39 -0.36
H -0.11 0.09 -0.58
C 1.88 0.47 -0.58
O 0.77 -0.23 -1.04
H 1.72 1.56 -0.62
H 2.20 0.24 0.45
H 2.74 0.25 -1.22

***

x | 13
Properties=species:S:1:pos:R:3 method="wB97M-V/def2-TZVPD" e_homo_ev=-9.540 homo_lumo_gap_ev=10.53 smiles=COC.N
C -0.71 -1.39 0.62
N 2.41 0.16 -1.05
H -0.04 -1.73 1.40
H -0.46 -1.88 -0.33
H -1.74 -1.60 0.91
H 1.55 0.49 -0.65
H 2.81 0.98 -1.49
H 2.34 -0.58 -1.73
C -1.27 1.16 0.47
O -0.53 -0.02 0.42
H -1.38 1.51 -0.56
H -0.74 1.92 1.04
H -2.25 0.99 0.95

***

Most stable: w. Least stable: x.

***

w | 15
Properties=species:S:1:pos:R:3 method="wB97M-V/def2-TZVPD" e_homo_ev=-8.871 homo_lumo_gap_ev=9.48
C -1.00 2.05 0.20
C 0.11 -0.65 -0.09
C 2.46 -0.94 -0.28
H -0.90 2.20 1.54
H -0.74 3.15 -0.26
H -2.10 1.59 -0.08
H -0.87 -1.99 0.89
H -3.19 -0.18 0.05
H 2.64 -0.94 -1.41
H 3.10 -1.73 0.24
H 2.71 0.06 0.05
N -1.10 -1.15 0.40
N 1.09 -1.40 -0.08
S 0.23 1.05 -0.61
S -2.44 -1.09 -0.56

***

x | 15
Properties=species:S:1:pos:R:3 method="wB97M-V/def2-TZVPD" e_homo_ev=-8.608 homo_lumo_gap_ev=9.29 smiles="NN=C(CS)CS"
C -0.28 0.13 0.23
C 0.57 -0.36 -0.95
C -0.20 1.57 0.49
H 0.03 -2.32 0.45
H -1.08 -2.41 1.70
H -0.09 -1.01 -1.62
H 0.90 0.46 -1.66
H 2.81 -0.20 -0.25
H -0.60 1.83 1.51
H 0.81 2.01 0.51
H -2.22 1.79 -0.83
N -0.82 -1.99 0.85
N -0.90 -0.67 0.98
S 2.10 -1.28 -0.51
S -1.04 2.45 -0.88

***

Most stable: x. Least stable: w.

***

w | 48
Properties=species:S:1:pos:R:3 method="wB97M-V/def2-TZVPD" e_homo_ev=-10.411 homo_lumo_gap_ev=10.91 smiles="COC(=O)OC.COC(=O)OC.COC(=O)OC.COC(=O)OC"
C 0.75 3.98 -0.32
O -0.58 4.62 -0.20
C -0.61 5.85 -0.23
O 0.42 6.57 -0.24
O -1.89 6.33 -0.17
C -2.26 7.69 -0.48
H 1.50 4.13 0.30
H 1.14 4.24 -1.28
H 0.74 2.83 -0.23
H -3.04 7.51 -1.42
H -1.55 8.32 -0.57
H -2.83 8.44 0.17
C -1.42 0.59 2.32
O -0.95 -0.13 3.53
C -1.30 -1.39 3.78
O -2.35 -1.85 3.24
O -0.59 -2.13 4.61
C -0.84 -3.49 4.69
H -2.37 0.69 2.24
H -1.03 -0.05 1.45
H -1.07 1.73 2.19
H -1.55 -3.78 5.50
H 0.18 -4.04 4.94
H -1.21 -4.04 3.87
C -1.41 -2.33 -1.86
O -1.47 -1.28 -2.78
C -0.64 -0.31 -2.65
O 0.17 -0.11 -1.80
O -0.74 0.55 -3.80
C 0.06 1.57 -4.00
H -2.07 -3.11 -2.00
H -1.27 -2.02 -0.80
H -0.39 -2.89 -1.90
H -0.07 2.54 -3.43
H -0.07 2.05 -4.99
H 0.99 1.20 -3.62
C 0.76 -3.62 1.31
O 2.08 -4.13 1.02
C 2.38 -4.25 -0.32
O 1.68 -4.30 -1.30
O 3.66 -4.63 -0.52
C 4.32 -4.46 -1.83
H 0.72 -3.39 2.48
H -0.10 -4.06 1.00
H 0.63 -2.77 0.69
H 4.38 -3.36 -2.03
H 3.76 -4.69 -2.71
H 5.31 -4.84 -1.83

***

x | 48
Properties=species:S:1:pos:R:3 method="wB97M-V/def2-TZVPD" e_homo_ev=-10.208 homo_lumo_gap_ev=10.74 smiles="COC(=O)OC.COC(=O)OC.COC(=O)OC.COC(=O)OC"
C -24.61 -24.79 22.95
O -24.88 -23.73 23.87
C -25.57 -23.85 24.99
O -26.26 -24.90 25.14
O -25.69 -22.82 25.78
C -26.68 -22.85 26.86
H -25.27 -24.91 22.12
H -24.50 -25.75 23.38
H -23.61 -24.36 22.43
H -27.84 -22.82 26.59
H -26.76 -22.08 27.48
H -26.41 -23.59 27.41
C -27.76 -18.39 29.48
O -27.93 -19.76 29.03
C -28.87 -20.58 29.43
O -29.65 -20.05 30.25
O -28.87 -21.81 29.13
C -29.79 -22.74 29.60
H -28.41 -17.49 29.26
H -26.64 -18.16 29.19
H -27.86 -18.09 30.56
H -29.33 -23.78 29.17
H -30.59 -22.45 29.07
H -29.90 -22.68 30.57
C -28.71 -22.97 20.36
O -27.93 -22.35 21.33
C -26.75 -21.92 20.91
O -26.32 -22.07 19.81
O -26.06 -21.21 21.78
C -24.69 -20.95 21.72
H -28.41 -23.94 20.14
H -28.98 -22.23 19.55
H -29.61 -23.16 21.08
H -24.48 -20.16 22.34
H -24.41 -20.96 20.68
H -24.11 -21.79 22.20
C -19.84 -20.30 22.10
O -20.11 -20.67 23.39
C -21.18 -21.21 23.80
O -21.92 -21.67 23.01
O -21.35 -21.31 25.06
C -22.57 -21.99 25.52
H -18.72 -20.15 21.91
H -20.21 -19.32 21.83
H -20.06 -20.97 21.38
H -22.64 -22.95 25.09
H -23.45 -21.63 24.97
H -22.65 -22.00 26.70

***

Most stable: x. Least stable: w.

***

w | 14
Properties=species:S:1:pos:R:3 method="wB97M-V/def2-TZVPD" e_homo_ev=-10.006 homo_lumo_gap_ev=10.76 smiles="O=CCCO.O"
O 1.13 -1.96 0.26
C 0.10 -1.60 -0.23
C -0.14 -0.19 -0.79
C -1.57 0.09 -1.21
O -1.70 1.53 -1.29
H -0.81 -2.23 -0.26
H 0.15 0.58 -0.06
H 0.62 -0.03 -1.56
H -1.73 -0.29 -2.21
H -2.27 -0.24 -0.44
H -2.37 1.71 -1.99
H 2.29 1.42 1.96
H 2.45 0.87 3.43
O 2.01 1.49 2.89

***

x | 14
Properties=species:S:1:pos:R:3 method="wB97M-V/def2-TZVPD" e_homo_ev=-10.925 homo_lumo_gap_ev=11.60 smiles="CCOC=O.O"
O -1.06 3.03 2.90
O -0.21 2.43 0.87
C -0.71 3.30 1.79
C 0.00 0.00 0.00
C 0.12 1.04 1.17
H -0.80 4.27 1.27
H -0.98 -0.01 -0.50
H 0.18 -1.00 0.44
H 0.78 0.19 -0.76
H 1.11 1.00 1.66
H -0.64 0.73 1.91
O -3.71 0.09 -0.78
H -2.80 -0.28 -0.82
H -3.99 -0.03 0.15

***

Most stable: x. Least stable: w.